--- i ---
Below is the ion NO5S with charge -1, with properties calculated with ωB97M-V/def2-TZVPD.

```
7
Properties=species:S:1:pos:R:3
O -1.967 -1.212 -0.533
N -1.958 -0.209 0.144
O -0.795 0.385 0.440
S 0.961 0.262 0.031
O 1.311 -0.906 0.802
O 1.388 1.577 0.528
O 1.060 0.104 -1.410
```

## Properties
- Gap between HOMO and LUMO: 10.2 eV
- Charge: -1
- LUMO energy: 4.221 eV
- Highest occupied orbital energy: -5.938 eV
- Structure (SMILES): O=NOS(=O)(=O)[O-]

--- ii ---
Below is a cluster of 2 separate species, NO5S in total, with properties calculated with ωB97M-V/def2-TZVPD.

```
7
Properties=species:S:1:pos:R:3
N 1.635 0.732 -1.674
O -0.735 0.496 1.856
O 0.650 0.209 -1.113
O 2.410 1.404 -1.014
O -2.332 -0.490 0.126
O -0.513 -1.816 0.949
S -1.116 -0.536 0.870
```

## Properties
- Gap between HOMO and LUMO (spin up / spin down): 6.3 / 6.3 eV
- Charge: -1
- LUMO energy (spin up / spin down): 2.709 / 2.708 eV
- Highest occupied orbital energy (spin up / spin down): -3.600 / -3.599 eV

Least stable = ii

--- i ---
Below is the ion C6H13N2O with charge +1, with properties calculated with ωB97M-V/def2-TZVPD.

```
22
Properties=species:S:1:pos:R:3
C 0.475 2.217 -2.429
C -0.230 1.186 -1.547
O -1.572 1.163 -1.471
N 0.529 0.375 -0.897
C -0.113 -0.750 -0.114
C -0.428 -0.482 1.297
C -1.754 -1.043 1.698
N 0.497 -1.610 0.987
C 1.819 -1.383 1.223
H 0.148 3.024 -1.861
H 1.566 2.072 -2.324
H 0.103 2.201 -3.458
H -1.537 0.419 -0.777
H 1.522 0.526 -0.760
H -0.946 -1.039 -0.741
H -0.391 0.500 1.715
H -2.500 -0.216 1.605
H -1.763 -1.524 2.612
H -2.036 -1.820 1.008
H 1.964 -0.267 1.033
H 1.982 -1.496 2.290
H 2.664 -2.053 0.908
```

## Properties
- Gap between HOMO and LUMO: 10.2 eV
- Charge: +1
- LUMO energy: -3.664 eV
- Highest occupied orbital energy: -13.887 eV
- Structure (SMILES): C/C(O)=[NH+]/[C@@H]1[C@@H](C)N1C

--- ii ---
Below is the ion C6H13N2O with charge +1, with properties calculated with ωB97M-V/def2-TZVPD.

```
22
Properties=species:S:1:pos:R:3
C 1.312 1.992 -0.190
C -0.158 2.239 0.098
C 0.324 0.008 1.260
C 0.344 0.885 -0.014
C -0.235 -1.308 -0.282
C -1.619 -1.861 -0.607
N 1.378 -0.368 2.069
N -0.144 -0.018 -1.029
O 0.852 -2.102 -0.637
H 1.858 2.223 -1.117
H 1.996 2.064 0.611
H -0.616 2.439 0.997
H -0.713 2.612 -0.730
H -0.579 -0.082 1.744
H -2.367 -1.084 -0.484
H -2.052 -2.603 -0.046
H -1.546 -2.004 -1.720
H 2.237 0.037 2.056
H 1.003 -0.595 3.069
H -1.105 0.175 -1.440
H 0.524 -0.254 -1.848
H 0.633 -3.015 -0.567
```

## Properties
- Gap between HOMO and LUMO: 9.0 eV
- Charge: +1
- LUMO energy: -2.855 eV
- Highest occupied orbital energy: -11.834 eV

Least stable = ii

--- i ---
Below is the molecule CH6P2S, with properties calculated with ωB97M-V/def2-TZVPD.

```
10
Properties=species:S:1:pos:R:3
C 0.414 -0.693 1.017
S -0.247 0.566 -0.037
P 1.339 1.258 -1.197
P -2.104 -0.167 -0.787
H 1.510 -0.973 0.483
H 0.745 -0.344 1.961
H -0.387 -1.346 1.114
H -0.391 1.638 0.770
H 0.385 1.393 -2.174
H -1.264 -1.331 -1.150
```

## Properties
- Gap between HOMO and LUMO: 7.7 eV
- Charge: 0
- LUMO energy: 0.083 eV
- Highest occupied orbital energy: -7.665 eV
- Structure (SMILES): C[SH](=P)=P

--- ii ---
Below is a cluster of 2 separate species, CH6P2S in total, with properties calculated with ωB97M-V/def2-TZVPD.

```
10
Properties=species:S:1:pos:R:3
C 0.451 0.913 -0.112
P 1.284 -0.673 -0.085
P -1.570 -1.166 0.532
S -1.140 0.876 0.844
H 1.115 1.776 0.019
H -0.023 1.235 -1.475
H 2.459 -0.227 -0.672
H 1.895 -0.727 1.140
H -1.524 -1.038 -0.819
H -2.948 -0.970 0.629
```

## Properties
- Gap between HOMO and LUMO: 9.0 eV
- Charge: 0
- LUMO energy: 0.572 eV
- Highest occupied orbital energy: -8.424 eV

Least stable = i

--- i ---
Below is the molecule CH6P2S, with properties calculated with ωB97M-V/def2-TZVPD.

```
10
Properties=species:S:1:pos:R:3
C 0.569 1.073 -0.055
P 1.142 -0.695 0.138
P -1.365 -1.048 0.197
S -1.262 0.987 0.123
H 1.169 1.616 0.756
H 0.991 1.539 -1.060
H 0.917 -1.030 -1.244
H 2.364 -0.170 0.038
H -2.691 -1.168 -0.426
H -1.836 -1.104 1.533
```

## Properties
- Gap between HOMO and LUMO: 9.1 eV
- Charge: 0
- LUMO energy: 0.548 eV
- Highest occupied orbital energy: -8.539 eV
- Structure (SMILES): C1[PH2]=[PH2]S1

--- ii ---
Below is the molecule CH6P2S, with properties calculated with ωB97M-V/def2-TZVPD.

```
10
Properties=species:S:1:pos:R:3
P -0.282 1.530 1.469
P -0.756 -0.396 0.729
C 0.273 -0.351 -0.917
S 0.919 -2.018 -1.052
H -1.242 2.167 0.524
H -1.347 1.556 2.284
H 0.074 -1.073 1.589
H -0.591 -0.140 -1.635
H 0.962 0.508 -1.034
H 1.991 -1.783 -1.957
```

## Properties
- Gap between HOMO and LUMO: 9.4 eV
- Charge: 0
- LUMO energy: 0.734 eV
- Highest occupied orbital energy: -8.703 eV
- Structure (SMILES): [PH2]#[PH]CS

Least stable = i